The following is a quantum chemistry calculation of a 12-piece molecular cluster, C43H91N5O19 overall, from the OMol25 dataset.

Structure (ORCA input):
```
! RIJCOSX wB97M-V def2-TZVPD def2/J DEFGRID3
* xyz 1 2
C 0.672 -0.479 -1.270
O -0.321 -1.167 -1.541
N 0.699 0.369 -0.196
C 1.870 1.104 -0.013
C -0.354 0.420 0.834
H 1.547 -0.420 -1.936
H 1.458 1.997 -0.485
H 2.829 0.889 -0.482
H 1.993 1.416 1.025
H -1.385 0.477 0.487
H -0.333 -0.557 1.316
H -0.407 1.345 1.408
C 1.111 4.497 1.241
O 0.869 3.711 2.122
N 0.361 4.535 0.100
C 0.788 5.442 -1.043
C -0.862 3.675 -0.171
H 1.954 5.205 1.255
H 0.172 6.328 -1.198
H 0.832 4.966 -2.022
H 1.793 5.778 -0.787
H -0.882 2.825 0.511
H -1.729 4.297 0.051
H -0.846 3.287 -1.190
C -2.076 -4.642 -0.669
O -1.846 -5.851 -0.755
N -2.947 -4.107 0.209
C -3.071 -2.622 0.126
C -3.951 -4.783 1.182
H -1.680 -3.873 -1.351
H -2.918 -2.071 1.054
H -4.050 -2.308 -0.236
H -2.305 -2.213 -0.532
H -3.695 -4.541 2.214
H -4.902 -4.262 1.066
H -4.117 -5.844 0.996
C 5.338 5.546 -0.254
O 4.296 6.188 -0.254
N 5.587 4.217 -0.184
C 6.982 3.645 -0.144
C 4.568 3.201 0.086
H 6.330 6.023 -0.245
H 6.935 2.928 -0.963
H 7.329 3.366 0.851
H 7.690 4.378 -0.532
H 4.415 2.625 -0.826
H 4.939 2.616 0.928
H 3.692 3.813 0.303
C 2.203 -0.906 5.720
O 1.216 -1.667 5.656
N 3.056 -0.519 4.707
C 4.184 0.433 4.891
C 2.987 -0.975 3.293
H 2.391 -0.292 6.614
H 5.115 -0.083 4.657
H 4.179 0.872 5.888
H 4.131 1.274 4.199
H 2.101 -0.707 2.718
H 3.828 -0.569 2.731
H 2.946 -2.064 3.333
O -2.839 -4.923 4.417
C -2.510 -3.729 4.311
O -3.284 -2.637 4.411
C -4.641 -2.599 4.874
C -5.275 -1.338 4.461
C -1.193 -3.269 3.663
H -4.524 -2.772 5.944
H -5.099 -3.455 4.378
H -6.181 -1.274 5.065
H -5.457 -1.327 3.386
H -4.584 -0.515 4.642
H -0.850 -2.388 4.205
H -1.270 -3.072 2.593
H -0.408 -3.980 3.921
O 3.978 -0.073 -3.070
C 5.152 0.029 -3.502
O 6.226 -0.731 -3.094
C 6.125 -1.645 -1.995
C 6.872 -2.905 -2.489
C 5.493 1.118 -4.469
H 5.075 -1.891 -1.836
H 6.629 -1.228 -1.123
H 6.691 -3.793 -1.883
H 7.936 -2.673 -2.536
H 6.565 -3.065 -3.522
H 5.950 1.995 -4.009
H 4.584 1.480 -4.949
H 6.167 0.617 -5.163
O -2.222 0.264 3.761
C -1.792 1.356 4.266
O -2.427 2.518 4.467
C -3.668 2.731 3.774
C -3.847 4.188 3.301
C -0.366 1.392 4.797
H -4.412 2.351 4.475
H -3.687 2.060 2.915
H -4.831 4.351 2.862
H -3.135 4.451 2.518
H -3.933 4.875 4.143
H -0.322 0.630 5.575
H -0.013 2.286 5.312
H 0.426 1.163 4.083
O 3.452 -3.705 0.165
C 2.239 -3.903 0.040
O 1.624 -4.343 -0.997
C 2.356 -4.596 -2.213
C 1.955 -3.614 -3.311
C 1.355 -3.813 1.243
H 2.016 -5.519 -2.681
H 3.440 -4.583 -2.108
H 2.773 -3.544 -4.027
H 1.876 -2.611 -2.891
H 1.025 -3.922 -3.789
H 1.708 -3.647 2.261
H 0.835 -4.763 1.369
H 0.602 -3.119 0.870
O -5.043 -0.089 0.413
C -4.974 1.100 0.738
O -5.887 1.693 1.535
C -7.141 1.060 1.887
C -8.317 1.715 1.146
C -3.906 2.007 0.396
H -7.318 1.120 2.960
H -7.020 0.006 1.633
H -7.978 1.751 0.110
H -8.373 2.751 1.481
H -9.282 1.228 1.283
H -3.836 2.108 -0.687
H -2.996 1.794 0.956
H -4.141 3.028 0.695
O 1.382 2.812 -3.324
C 1.207 2.773 -4.517
O 0.953 3.751 -5.355
C 1.056 5.119 -4.977
C 2.588 5.547 -4.743
C 1.129 1.492 -5.185
H 0.443 5.389 -4.117
H 0.564 5.762 -5.707
H 2.711 6.619 -4.589
H 3.147 5.225 -5.621
H 2.926 5.154 -3.785
H 1.802 0.798 -4.681
H 1.396 1.608 -6.235
H 0.188 0.943 -5.206
O -3.851 -5.537 -5.378
C -3.825 -5.338 -4.133
O -3.442 -4.152 -3.556
C -3.110 -2.969 -4.364
C -1.636 -2.678 -4.699
C -4.307 -6.265 -3.180
H -3.452 -2.116 -3.778
H -3.695 -3.006 -5.283
H -1.463 -1.873 -5.414
H -1.146 -3.543 -5.146
H -1.097 -2.408 -3.791
H -4.741 -7.023 -3.833
H -5.138 -5.810 -2.641
H -3.445 -6.609 -2.610
*
```

## Properties
**Orbital gap (spin up / spin down)**: 7.7 / 3.2 eV
**LUMO (spin up / spin down)**: -0.108 / -0.274 hartree
**⟨S²⟩**: 0.773
**Highest occupied orbital energy (spin up / spin down)**: -10.63 / -10.63 eV



The following is a quantum chemistry calculation of a 5-piece molecular cluster, C43H96F6N3P2 overall, from the OMol25 dataset.

Structure (ORCA input):
```
! RIJCOSX wB97M-V def2-TZVPD def2/J DEFGRID3
* xyz 3 1
C -5.006 2.122 -3.024
C -3.665 1.275 -3.073
C -3.693 0.269 -4.296
C -2.265 -0.301 -4.533
P -2.139 -1.494 -5.913
C -0.397 -2.297 -5.906
C 0.921 -1.437 -6.305
C 2.286 -2.120 -6.129
C 2.591 -2.343 -4.652
C -2.453 -0.642 -7.533
C -3.899 -0.429 -7.908
C -4.217 0.546 -9.137
C -4.579 -0.218 -10.365
C -3.184 -2.927 -5.714
C -2.659 -4.112 -4.839
C -3.873 -4.942 -4.404
C -4.772 -5.583 -5.497
H -5.900 1.502 -2.963
H -5.040 2.681 -3.959
H -4.947 2.788 -2.163
H -3.396 0.745 -2.159
H -2.840 1.979 -3.176
H -4.151 0.696 -5.187
H -4.399 -0.531 -4.071
H -2.001 -0.858 -3.634
H -1.557 0.484 -4.797
H -0.628 -3.158 -6.534
H -0.145 -2.829 -4.988
H 0.774 -0.520 -5.735
H 1.045 -1.228 -7.368
H 3.048 -1.457 -6.540
H 2.438 -3.092 -6.599
H 2.655 -1.414 -4.085
H 3.611 -2.724 -4.680
H 1.920 -3.069 -4.193
H -1.876 -1.331 -8.150
H -1.832 0.247 -7.638
H -4.464 -0.058 -7.053
H -4.247 -1.440 -8.122
H -3.394 1.255 -9.223
H -5.095 1.143 -8.890
H -5.369 -0.915 -10.084
H -3.754 -0.712 -10.879
H -4.949 0.523 -11.074
H -3.270 -3.358 -6.711
H -4.155 -2.468 -5.528
H -2.067 -3.700 -4.022
H -1.889 -4.666 -5.377
H -4.409 -4.242 -3.763
H -3.541 -5.761 -3.766
H -5.685 -6.046 -5.124
H -4.163 -6.197 -6.161
H -5.095 -4.726 -6.088
C 0.319 3.511 5.417
C -0.769 2.875 6.329
C -1.948 2.044 5.562
C -3.312 2.261 6.238
N -4.593 1.563 5.570
C -4.815 2.113 4.152
C -6.280 2.144 3.894
C -6.914 2.130 5.250
C -5.903 1.919 6.333
C -4.534 0.030 5.464
H 0.814 2.777 4.782
H 0.975 3.894 6.200
H -0.120 4.429 5.026
H -1.254 3.670 6.896
H -0.299 2.224 7.067
H -1.685 0.989 5.631
H -1.996 2.441 4.548
H -3.544 3.317 6.098
H -3.429 2.016 7.294
H -4.269 1.443 3.488
H -4.423 3.129 4.201
H -6.352 1.302 3.205
H -6.584 3.025 3.329
H -7.738 1.437 5.420
H -7.335 3.126 5.383
H -6.192 1.095 6.984
H -5.785 2.856 6.877
H -3.556 -0.260 5.081
H -5.334 -0.238 4.773
H -4.679 -0.325 6.485
C 5.765 -1.415 6.439
C 4.233 -1.659 6.901
C 3.974 -3.180 6.837
C 2.487 -3.496 6.891
N 2.185 -4.999 6.791
C 2.780 -5.562 5.438
C 1.995 -6.782 5.015
C 0.618 -6.352 5.481
C 0.696 -5.284 6.636
C 2.802 -5.787 7.987
H 6.485 -2.199 6.674
H 6.221 -0.504 6.827
H 5.952 -1.553 5.374
H 3.539 -1.085 6.288
H 4.127 -1.138 7.853
H 4.488 -3.657 7.672
H 4.440 -3.455 5.891
H 1.782 -2.924 6.288
H 2.124 -3.259 7.891
H 3.801 -5.802 5.736
H 2.741 -4.713 4.755
H 2.258 -7.670 5.590
H 1.995 -7.151 3.989
H 0.144 -7.303 5.721
H 0.062 -6.055 4.592
H 0.316 -5.700 7.569
H 0.140 -4.390 6.354
H 2.628 -6.847 7.806
H 2.350 -5.504 8.938
H 3.846 -5.630 8.259
C 7.402 7.500 -4.314
C 7.712 6.202 -3.607
C 6.845 5.833 -2.290
C 5.551 4.946 -2.583
N 4.685 4.637 -1.355
C 3.938 5.938 -0.853
C 2.434 5.597 -0.638
C 2.476 4.066 -0.615
C 3.515 3.627 -1.626
C 5.438 4.096 -0.148
H 6.570 7.339 -4.999
H 8.245 7.825 -4.923
H 6.989 8.280 -3.673
H 8.738 6.311 -3.254
H 7.632 5.350 -4.282
H 6.603 6.710 -1.690
H 7.517 5.214 -1.694
H 5.790 3.969 -3.004
H 4.967 5.464 -3.344
H 4.517 6.261 0.013
H 3.920 6.759 -1.570
H 1.997 6.014 0.269
H 1.931 6.038 -1.499
H 2.609 3.612 0.366
H 1.548 3.554 -0.871
H 3.893 2.626 -1.420
H 3.214 3.747 -2.666
H 6.242 4.801 0.061
H 5.974 3.187 -0.422
H 4.771 3.806 0.663
P 0.116 -2.074 1.146
F -1.283 -2.585 0.438
F 1.113 -3.288 0.762
F 0.461 -1.113 -0.120
F 1.356 -1.466 2.009
F -0.698 -0.722 1.537
F -0.395 -2.845 2.451
*
```

## Properties
**Orbital gap**: 10.5 eV
**LUMO**: -0.175 hartree
**ΔE to the lowest compared entry with this formula, charge and spin**: 5.524 eV
**Highest occupied orbital energy**: -15.28 eV



Q: Which formula does entry 2 have?
A: C43H96F6N3P2